# 1
# C4H2MgO2Tl

A structure of composition C4H2MgO2Tl at a distorted geometry (ωB97M-V/def2-TZVPD, OMol25).

## Properties
HOMO-LUMO gap	0.2027	Ha
E	-676.20140	Ha
LUMO level	-5.86	eV
net charge	+1
HOMO level	-11.375	eV
ΔE to the lowest compared entry with this formula, charge and spin	18.7	kcal/mol
maximum force	3.49	eV/Å

XYZ file:
```
10
Properties=species:S:1:pos:R:3:forces:R:3
O -0.6337 1.4071 -0.7605 -0.46 0.59 -0.25
C -1.4284 0.6005 -0.0001 1.29 -0.98 0.96
C -1.1940 -0.2938 0.8469 -1.31 1.30 -0.76
C 1.4126 0.1848 0.9838 1.37 1.49 0.26
C 1.9332 -0.8490 0.4394 -3.34 0.61 -0.82
O 1.7033 -1.8778 -0.1951 1.98 -1.44 -0.02
Tl -0.4053 -1.8454 -1.1995 0.18 -0.66 -0.66
H -1.1352 1.8874 -1.4355 -0.35 -0.12 0.07
H -1.5991 -1.0654 1.4894 0.51 0.36 0.17
Mg 1.3466 1.8516 -0.1687 0.14 -1.15 1.05
```
Positions in Å, forces in eV/Å.

Mulliken population analysis, charges in e, atoms 1 to 6: -0.23 0.24 -0.51 -0.84 0.64 -0.60

# 2
# C4H2N

The ion C4H2N with charge +1 (ωB97M-V/def2-TZVPD, OMol25).

## Properties
HOMO-LUMO gap (spin up / spin down)	0.3052 / 0.3053	Ha
E	-207.64405	Ha
LUMO level (spin up / spin down)	-8.27 / -8.27	eV
net charge	+1
HOMO level (spin up / spin down)	-16.576 / -16.576	eV
ΔE to the lowest compared entry with this formula, charge and spin	18.6	kcal/mol
maximum force	0.71	eV/Å

XYZ file:
```
7
Properties=species:S:1:pos:R:3:forces:R:3
C 0.8625 -0.4326 -2.1160 -0.12 -0.05 0.19
C 0.2662 1.9846 1.1779 -0.08 -0.17 0.02
C 0.3262 -0.4432 -1.0516 0.24 -0.21 -0.64
C -0.0148 0.8893 0.8012 0.05 0.51 0.34
N -0.2679 -0.3698 0.2222 -0.11 -0.10 0.10
H -1.2950 -0.5114 0.1345 0.30 -0.11 0.14
H 0.1227 -1.1168 0.8319 -0.28 0.13 -0.15
```
Positions in Å, forces in eV/Å.

Mulliken population analysis, charges in e, atoms 1 to 6: 0.17 0.19 -0.07 -0.09 -0.04 0.42

# 3
# C4H2N2O

A cluster of 2 separate species, C4H2N2O in total at a distorted geometry (ωB97M-V/def2-TZVPD, OMol25).

## Properties
HOMO-LUMO gap	0.3876	Ha
E	-338.20598	Ha
LUMO level	-0.45	eV
net charge	0
HOMO level	-10.995	eV
ΔE to the lowest compared entry with this formula, charge and spin	85.0	kcal/mol
maximum force	6.15	eV/Å

XYZ file:
```
9
Properties=species:S:1:pos:R:3:forces:R:3
N -0.1575 -1.3883 -0.3563 -2.32 0.49 0.99
C 1.0171 -0.7051 -0.5807 -0.40 0.01 0.12
O 2.0844 -1.0435 -1.0584 -1.18 -0.58 0.26
C 0.7264 0.5966 -0.1084 1.38 1.42 -0.13
C 0.3556 1.6527 0.3237 0.33 -0.15 -0.16
C -0.8136 2.0296 0.8983 -1.54 0.53 0.78
N -1.8793 2.0353 1.3364 -0.05 0.53 0.15
H -1.3027 -0.8183 0.2201 4.99 -2.56 -2.53
H -0.0306 -2.3591 -0.6747 -1.20 0.32 0.53
```
Positions in Å, forces in eV/Å.

Mulliken population analysis, charges in e, atoms 1 to 6: -0.52 0.28 -0.54 0.14 0.04 0.35

# 4
# C4H2N2O

An isolated molecule of C4H2N2O at a distorted geometry (ωB97M-V/def2-TZVPD, OMol25).

## Properties
SMILES	C#Cc1conn1
HOMO-LUMO gap	0.3779	Ha
E	-338.23482	Ha
LUMO level	0.54	eV
net charge	0
HOMO level	-9.741	eV
ΔE to the lowest compared entry with this formula, charge and spin	66.9	kcal/mol
maximum force	2.51	eV/Å

XYZ file:
```
9
Properties=species:S:1:pos:R:3:forces:R:3
C 2.4632 -0.2095 0.0828 0.01 -0.41 -0.67
C 1.2488 -0.1746 -0.0107 1.97 0.47 0.05
C -0.1768 -0.1077 -0.0606 2.25 -1.11 -0.20
C -1.0438 0.8986 -0.0220 -0.73 -0.51 0.08
O -2.2558 0.3660 0.0418 -0.60 0.19 0.35
N -2.0828 -1.0818 0.0755 -0.03 0.95 -0.83
N -0.8742 -1.2880 -0.0674 -0.44 -0.53 0.81
H 3.5780 -0.3469 -0.0144 -2.07 0.37 0.37
H -0.8566 1.9438 -0.0250 -0.35 0.58 0.03
```
Positions in Å, forces in eV/Å.

Mulliken population analysis, charges in e, atoms 1 to 6: 0.12 -0.46 -0.05 0.09 -0.18 -0.21

# 5
# C4H2N2O

An isolated molecule of C4H2N2O at a distorted geometry (ωB97M-V/def2-TZVPD, OMol25).

## Properties
SMILES	C#Cc1nnco1
HOMO-LUMO gap	0.3609	Ha
E	-338.23225	Ha
LUMO level	-0.07	eV
net charge	0
HOMO level	-9.885	eV
ΔE to the lowest compared entry with this formula, charge and spin	68.5	kcal/mol
maximum force	7.40	eV/Å

XYZ file:
```
9
Properties=species:S:1:pos:R:3:forces:R:3
C 2.8838 -0.0811 0.1927 -7.25 1.38 -0.60
C 1.6938 0.1555 -0.0030 1.25 0.07 -0.39
C 0.2356 0.2196 -0.2464 -0.01 3.22 2.29
N -0.7195 1.2100 -0.0230 3.10 -2.11 -1.21
N -1.8688 0.5257 0.1196 -0.68 -0.49 0.38
C -1.6441 -0.7505 0.0883 -0.02 0.24 0.50
O -0.2938 -0.9575 -0.1706 -2.39 -2.69 0.45
H 3.8409 -0.2167 0.0250 4.26 -0.63 -0.16
H -2.3882 -1.5340 0.4745 1.74 1.00 -1.27
```
Positions in Å, forces in eV/Å.

Mulliken population analysis, charges in e, atoms 1 to 6: -0.01 -0.40 0.36 -0.37 -0.24 0.07

# 6
# C4H2N2OS

An isolated molecule of C4H2N2OS at a distorted geometry (ωB97M-V/def2-TZVPD, OMol25).

## Properties
SMILES	c1nc2conc2s1
HOMO-LUMO gap	0.3491	Ha
E	-736.46652	Ha
LUMO level	0.23	eV
net charge	0
HOMO level	-9.275	eV
ΔE to the lowest compared entry with this formula, charge and spin	26.8	kcal/mol
maximum force	5.43	eV/Å

XYZ file:
```
10
Properties=species:S:1:pos:R:3:forces:R:3
C -1.9701 0.4764 0.0550 2.07 0.13 0.16
N -0.8908 1.2151 -0.0560 -0.86 -1.86 0.36
C 0.2537 0.3743 -0.1454 -0.38 -1.05 1.09
C 1.6252 0.4663 -0.0002 -0.81 5.11 -1.65
O 2.2120 -0.6640 0.0585 -0.82 -2.68 -0.26
N 1.1669 -1.7268 -0.0143 0.77 -0.49 0.55
C 0.0446 -1.0902 -0.0414 -0.73 2.87 -0.69
S -1.7311 -1.3444 -0.0490 1.11 0.63 0.32
H -2.9709 0.8401 0.3778 0.87 -0.18 -0.76
H 2.2605 1.4533 -0.1851 -1.24 -2.48 0.89
```
Positions in Å, forces in eV/Å.

Mulliken population analysis, charges in e, atoms 1 to 6: 0.02 -0.56 0.24 -0.14 -0.16 -0.45

# 7
# C4H2N4

A structure of composition C4H2N4 at a distorted geometry (ωB97M-V/def2-TZVPD, OMol25).

## Properties
HOMO-LUMO gap	0.3354	Ha
E	-372.46378	Ha
LUMO level	-0.45	eV
net charge	0
HOMO level	-9.577	eV
ΔE to the lowest compared entry with this formula, charge and spin	105.5	kcal/mol
maximum force	4.98	eV/Å

XYZ file:
```
10
Properties=species:S:1:pos:R:3:forces:R:3
C -1.0102 -2.3051 -1.1577 -1.07 0.32 -0.14
C 1.7539 -1.2270 -2.1937 0.22 0.05 -0.22
C -0.3380 -1.1078 -0.7885 0.24 -2.54 -1.38
C 0.9018 -0.8316 -1.2071 -0.62 3.91 3.03
N -1.5950 -3.2102 -1.5499 0.06 -0.28 0.09
N 2.3515 -1.6426 -3.0807 0.66 -0.22 -0.53
N -0.6508 -0.1259 0.0107 1.37 1.26 2.01
N 0.4928 0.7000 -0.2608 2.30 -1.11 -0.67
H -1.4894 0.3307 0.2221 -1.48 0.30 0.13
H 1.0880 1.0105 0.6421 -1.68 -1.70 -2.31
```
Positions in Å, forces in eV/Å.

Mulliken population analysis, charges in e, atoms 1 to 6: 0.17 0.24 0.31 0.08 -0.35 -0.40

# 8
# C4H2NO3

The ion C4H2NO3 with charge -1 at a distorted geometry (ωB97M-V/def2-TZVPD, OMol25).

## Properties
HOMO-LUMO gap (spin up / spin down)	0.2540 / 0.2539	Ha
E	-433.91015	Ha
LUMO level (spin up / spin down)	3.77 / 3.77	eV
net charge	-1
HOMO level (spin up / spin down)	-3.138 / -3.137	eV
ΔE to the lowest compared entry with this formula, charge and spin	159.7	kcal/mol
maximum force	12.42	eV/Å

XYZ file:
```
10
Properties=species:S:1:pos:R:3:forces:R:3
C -0.7127 -0.6084 -0.1011 -1.35 1.99 3.35
C -0.3511 0.6012 0.4321 -0.51 -3.55 4.55
C -0.3231 -0.9674 -1.4454 -0.64 -1.23 0.89
C 1.3672 0.6862 -0.8926 -0.20 0.61 0.34
N 0.7496 -0.2228 -1.7298 1.25 0.87 -0.16
O -1.6151 -1.0135 1.2387 -0.42 9.47 -8.02
O 2.2652 1.4472 -1.0674 2.74 0.31 -2.49
O 0.8745 1.0091 0.3961 0.27 0.83 -2.57
H -1.6511 -1.7097 1.6913 0.32 -9.79 4.56
H -0.6034 0.7781 1.4780 -1.47 0.49 -0.45
```
Positions in Å, forces in eV/Å.

Mulliken population analysis, charges in e, atoms 1 to 6: 0.44 -0.12 -0.58 0.54 -0.35 -0.57

# 9
# C4H2O

An isolated molecule of C4H2O at a distorted geometry (ωB97M-V/def2-TZVPD, OMol25).

## Properties
HOMO-LUMO gap	0.2899	Ha
E	-228.64102	Ha
LUMO level	-2.77	eV
net charge	0
HOMO level	-10.655	eV
ΔE to the lowest compared entry with this formula, charge and spin	74.3	kcal/mol
maximum force	4.39	eV/Å

XYZ file:
```
7
Properties=species:S:1:pos:R:3:forces:R:3
C -1.4148 -0.0351 0.0175 3.81 -0.55 -2.11
C -2.5282 0.0373 0.6059 -1.12 0.09 0.58
C 0.9904 0.1924 0.2490 1.19 0.88 0.52
C -0.1492 -0.1701 -0.5064 -3.62 -0.40 -0.91
O 1.9165 0.8518 -0.0989 0.83 0.86 -1.00
H 0.9831 -0.2461 1.1789 0.06 -1.09 2.97
H 0.2023 -0.6301 -1.4459 -1.15 0.20 -0.05
```
Positions in Å, forces in eV/Å.

Mulliken population analysis, charges in e, atoms 1 to 6: 0.17 -0.35 0.13 -0.25 -0.40 0.38

# 10
# C4H2O2

A structure of composition C4H2O2 at a distorted geometry (ωB97M-V/def2-TZVPD, OMol25).

## Properties
HOMO-LUMO gap	0.3174	Ha
E	-303.81444	Ha
LUMO level	-0.08	eV
net charge	0
HOMO level	-8.714	eV
ΔE to the lowest compared entry with this formula, charge and spin	122.6	kcal/mol
maximum force	3.53	eV/Å

XYZ file:
```
8
Properties=species:S:1:pos:R:3:forces:R:3
C -1.1502 1.6039 0.1647 2.52 0.52 0.09
C 0.0258 0.9791 -0.0201 -3.51 0.21 0.30
C 1.3966 -0.5151 0.0241 -0.24 -2.95 0.11
C -1.0417 -0.0089 -0.0451 2.38 -1.09 0.11
O 1.4263 -1.6608 0.0826 0.10 0.84 -0.07
O 1.6065 0.6536 -0.0162 0.60 2.57 -0.05
H -1.0317 -0.6709 0.8716 -1.13 0.41 -1.18
H -1.2316 -0.3809 -1.0615 -0.72 -0.51 0.69
```
Positions in Å, forces in eV/Å.

Mulliken population analysis, charges in e, atoms 1 to 6: -0.66 0.31 0.79 -0.64 -0.24 -0.18

# 11
# C4H2O2

An isolated molecule of C4H2O2 (ωB97M-V/def2-TZVPD, OMol25).

## Properties
HOMO-LUMO gap	0.3350	Ha
E	-303.92518	Ha
LUMO level	-1.62	eV
net charge	0
HOMO level	-10.734	eV
ΔE to the lowest compared entry with this formula, charge and spin	53.1	kcal/mol
maximum force	0.66	eV/Å

XYZ file:
```
8
Properties=species:S:1:pos:R:3:forces:R:3
O 1.7236 0.7420 0.8890 -0.56 -0.11 -0.11
C 0.5250 0.7709 1.0131 0.36 0.04 0.04
C -1.7025 0.0836 0.4012 0.45 0.12 0.13
C -0.4251 0.0659 0.0923 -0.64 0.02 0.17
C -0.1076 -0.7760 -1.1116 -0.33 -0.29 -0.40
O -0.9836 -1.1075 -1.8738 0.60 0.10 0.12
H 0.0326 1.3279 1.8303 0.18 -0.05 -0.10
H 0.9376 -1.1068 -1.2405 -0.05 0.17 0.16
```
Positions in Å, forces in eV/Å.

Mulliken population analysis, charges in e, atoms 1 to 6: -0.44 -0.08 -0.23 0.50 0.01 -0.44

# 12
# C4H2O2

An isolated molecule of C4H2O2 (ωB97M-V/def2-TZVPD, OMol25).

## Properties
SMILES	O=CC#CC=O
HOMO-LUMO gap	0.3833	Ha
E	-303.99071	Ha
LUMO level	-0.40	eV
net charge	0
HOMO level	-10.828	eV
ΔE to the lowest compared entry with this formula, charge and spin	12.0	kcal/mol
maximum force	0.96	eV/Å

XYZ file:
```
8
Properties=species:S:1:pos:R:3:forces:R:3
O 0.9201 1.7145 2.1610 -0.15 0.02 -0.44
C 0.7602 1.6361 0.9680 0.17 0.03 0.30
C 0.1712 0.4817 0.3107 0.39 -0.75 -0.28
C -0.0632 -0.5470 -0.2840 0.27 0.38 0.26
C -0.7284 -1.6469 -0.9690 -0.93 0.26 -0.03
O -1.9175 -1.4866 -1.1089 -0.01 -0.50 -0.27
H 1.1040 2.4196 0.2700 -0.08 0.02 0.11
H -0.2463 -2.5713 -1.3478 0.34 0.55 0.34
```
Positions in Å, forces in eV/Å.

Mulliken population analysis, charges in e, atoms 1 to 6: -0.41 -0.21 0.59 0.03 -0.22 -0.38

Copy entry 7 word for word.
# C4H2N4

A structure of composition C4H2N4 at a distorted geometry (ωB97M-V/def2-TZVPD, OMol25).

## Properties
HOMO-LUMO gap	0.3354	Ha
E	-372.46378	Ha
LUMO level	-0.45	eV
net charge	0
HOMO level	-9.577	eV
ΔE to the lowest compared entry with this formula, charge and spin	105.5	kcal/mol
maximum force	4.98	eV/Å

XYZ file:
```
10
Properties=species:S:1:pos:R:3:forces:R:3
C -1.0102 -2.3051 -1.1577 -1.07 0.32 -0.14
C 1.7539 -1.2270 -2.1937 0.22 0.05 -0.22
C -0.3380 -1.1078 -0.7885 0.24 -2.54 -1.38
C 0.9018 -0.8316 -1.2071 -0.62 3.91 3.03
N -1.5950 -3.2102 -1.5499 0.06 -0.28 0.09
N 2.3515 -1.6426 -3.0807 0.66 -0.22 -0.53
N -0.6508 -0.1259 0.0107 1.37 1.26 2.01
N 0.4928 0.7000 -0.2608 2.30 -1.11 -0.67
H -1.4894 0.3307 0.2221 -1.48 0.30 0.13
H 1.0880 1.0105 0.6421 -1.68 -1.70 -2.31
```
Positions in Å, forces in eV/Å.

Mulliken population analysis, charges in e, atoms 1 to 6: 0.17 0.24 0.31 0.08 -0.35 -0.40